{
  "formula": "C4H9NO2",
  "method": "ωB97M-V/def2-TZVPD",
  "largest_force_ev_per_a": 1.70,
  "energy_ha": -362.9182,
  "gap_ev": 8.971,
  "relative_energy_kj_mol": 439.32,
  "species": ["N", "C", "O", "C", "C", "C", "O", "H", "H", "H", "H", "H", "H", "H", "H", "H"],
  "coordinates": [[2.340, -1.499, 1.643], [1.260, -0.781, 1.292], [0.144, -1.343, 1.356], [0.758, 0.885, 0.191], [-0.689, 0.837, 0.108], [-1.371, 0.276, -1.154], [-1.331, 1.256, -2.173], [2.258, -2.423, 2.010], [3.285, -1.211, 1.539], [1.369, 1.537, 0.818], [1.349, 0.554, -0.661], [-0.665, -0.474, 0.956], [-1.251, 1.579, 0.665], [-0.849, -0.697, -1.279], [-2.407, -0.040, -1.082], [-1.884, 1.193, -2.967]],
  "lowdin_charge": [0.141, -0.306, -0.030, -0.053, -0.237, -0.303, -0.084, 0.097, 0.091, 0.070, 0.079, 0.153, 0.089, 0.107, 0.102, 0.086]
}